Computed, not measured: an isolated molecule of C3H7N3S2, with wB97M-V/def2-TZVPD.

Results
SMILES   CN/N=C\SNC=S
HOMO-LUMO gap   8.9 eV
Energy relative to the best compared isomer or geometry (same formula, charge and spin)   347.2 kJ/mol
E_HOMO   -8.60 eV
Charge   0
F_max   5.16 eV/A

Last column: natural (NBO) charge in e.
CARTESIAN COORDINATES (ANGSTROEM)
C 1.85628 -0.85967 -0.87697  -0.432
N 1.27198 -1.00943 0.38321  -0.438
N 1.04184 0.00030 1.27483  -0.191
C 0.42651 1.07599 1.05116  -0.202
S -0.29832 1.60204 -0.42086  0.365
N -1.66654 0.58302 -0.53361  -0.733
C -2.80397 0.65914 0.23178  -0.068
S -3.69048 -0.70394 0.14852  -0.102
H 2.82430 -0.33368 -0.89204  0.188
H 2.02274 -1.85440 -1.09780  0.214
H 1.18167 -0.57371 -1.70922  0.203
H 1.70941 -1.78340 1.05152  0.383
H 0.45319 1.92775 1.67851  0.200
H -1.44330 -0.34071 -0.93667  0.411
H -2.88532 1.61069 0.64766  0.203

---

Computed, not measured: an isolated molecule of C3H7N3S2, with wB97M-V/def2-TZVPD.

Results
SMILES   [H]/N=C(/NC)SNC=S
HOMO-LUMO gap   9.1 eV
Energy relative to the best compared isomer or geometry (same formula, charge and spin)   123.2 kJ/mol
E_HOMO   -8.90 eV
Charge   0
F_max   2.61 eV/A

Last column: natural (NBO) charge in e.
CARTESIAN COORDINATES (ANGSTROEM)
H -2.18904 -2.02293 -0.64778  0.350
N -2.17998 -1.02461 -0.51390  -0.684
C -0.97622 -0.66881 -0.37709  0.298
N -0.52292 0.60502 -0.08995  -0.655
C -1.49966 1.67130 0.05325  -0.423
S 0.41662 -1.77793 -0.63599  0.373
N 1.69210 -1.43474 0.45672  -0.720
C 2.58447 -0.42409 0.33043  -0.079
S 2.65457 0.72105 -0.81450  -0.102
H 0.25713 0.97230 -0.64620  0.416
H -0.90522 2.58125 0.25984  0.205
H -2.17229 1.51656 1.00472  0.205
H -2.19455 1.81275 -0.79611  0.200
H 1.73348 -2.07250 1.21944  0.412
H 3.30149 -0.45463 1.19712  0.203

---

Computed, not measured: a structure of composition C3H7N3Si, with wB97M-V/def2-TZVPD.

Results
HOMO-LUMO gap   11.0 eV
Energy relative to the best compared isomer or geometry (same formula, charge and spin)   98.1 kJ/mol
E_HOMO   -10.21 eV
Charge   0
F_max   5.07 eV/A

Last column: natural (NBO) charge in e.
CARTESIAN COORDINATES (ANGSTROEM)
C 3.10664 -0.72422 0.17052  0.161
C 2.18513 1.06468 -0.22963  0.253
C -1.73410 -0.64120 -0.38070  -1.095
N 3.34854 0.53910 -0.26700  -0.520
N 1.89681 -1.04148 0.42057  -0.303
N 1.18250 0.30312 0.15960  -0.613
Si -0.51442 0.45484 0.63191  1.314
H 4.03252 -1.43322 0.15749  0.213
H 1.81089 2.12369 -0.33045  0.196
H -1.88163 -0.09398 -1.29830  0.236
H -1.46146 -1.61325 -0.80964  0.268
H -2.70810 -0.44478 0.05665  0.242
H -0.69815 1.81559 0.27256  -0.189
H -0.46326 -0.01533 2.01838  -0.164

---

Computed, not measured: the ion C3H7N4 with charge +1, with wB97M-V/def2-TZVPD.

Results
SMILES   C[C@H]1NN=NC=[NH+]1
HOMO-LUMO gap   9.4 eV
Energy relative to the best compared isomer or geometry (same formula, charge and spin)   333.8 kJ/mol
E_HOMO   -15.19 eV
Charge   +1
F_max   3.84 eV/A

Last column: natural (NBO) charge in e.
CARTESIAN COORDINATES (ANGSTROEM)
C -1.39459 -0.43249 -0.68232  -0.676
C -0.32054 -0.61304 0.45097  0.102
N 1.11113 -1.04309 -0.17611  -0.268
N 2.04155 -0.22329 -0.46891  0.189
N 1.81236 1.02183 -0.49494  -0.299
C 0.84230 1.46399 0.26300  0.345
N 0.01246 0.69359 0.99798  -0.540
H -2.26350 -1.14144 -0.67072  0.265
H -1.01761 -0.41047 -1.71035  0.258
H -1.67518 0.60679 -0.59250  0.233
H -0.61210 -1.36282 1.17277  0.248
H 1.31813 -2.03513 -0.19206  0.435
H 0.87808 2.56810 0.46083  0.254
H -0.73250 0.90748 1.64234  0.453